Formula: C25H23ClGaO2P
Source: OMol25
Level of theory: wB97M-V/def2-TZVPD

CARTESIAN COORDINATES (ANGSTROEM)
C (-2.99552, 2.45820, -0.96268)
C (-2.29780, 1.46482, -1.63626)
C (-2.87792, 0.19038, -1.32792)
H (-1.47070, 1.60877, -2.32888)
C (-3.96245, 0.37833, -0.48192)
C (-4.08994, 1.82418, -0.18544)
H (-5.06042, 2.31090, -0.02300)
H (-2.86087, 3.53656, -1.02538)
H (-2.52888, -0.75504, -1.73816)
H (-4.65638, -0.37267, -0.10688)
Ga (-3.31742, 2.01217, 1.74538)
Cl (-2.84163, 0.10055, 2.64099)
P (0.55811, -0.70121, 0.08769)
C (-0.08861, -2.30798, -0.45425)
C (0.50239, -3.06763, -1.47702)
H (1.41914, -2.72179, -1.95397)
C (-0.08685, -4.26735, -1.88193)
H (0.37237, -4.84446, -2.68622)
C (-1.25343, -4.72461, -1.26323)
H (-1.71258, -5.66130, -1.58566)
C (-1.83675, -3.98121, -0.22793)
H (-2.74246, -4.34083, 0.26294)
C (-1.26664, -2.77574, 0.17415)
H (-1.72412, -2.18106, 0.96904)
C (1.59109, -0.07463, -1.26208)
C (1.05141, -0.01790, -2.56717)
H (0.10476, -0.51552, -2.79025)
C (1.72484, 0.67051, -3.57480)
H (1.29273, 0.71693, -4.57589)
C (2.94354, 1.30479, -3.30416)
H (3.46018, 1.85660, -4.09210)
C (3.49530, 1.23118, -2.01883)
H (4.44886, 1.71608, -1.80735)
C (2.82888, 0.54798, -1.00171)
H (3.26456, 0.48503, -0.00303)
C (1.63949, -1.03492, 1.50728)
C (2.41343, -2.20315, 1.58930)
H (2.39847, -2.92438, 0.77120)
C (3.20119, -2.43192, 2.71860)
H (3.79567, -3.34597, 2.78329)
C (3.23065, -1.49701, 3.75923)
H (3.85274, -1.67964, 4.63743)
C (2.46176, -0.32748, 3.67719)
H (2.49492, 0.40696, 4.48339)
C (1.64995, -0.10112, 2.56904)
H (1.01902, 0.78872, 2.50912)
C (-0.98921, 5.46436, 1.50801)
O (-2.03825, 4.48570, 1.46433)
C (-1.69770, 3.24258, 1.82011)
O (-0.56910, 2.89971, 2.12627)
H (-0.74389, 5.69948, 2.54739)
H (-1.40849, 6.33956, 1.01452)
H (-0.09742, 5.11550, 0.97824)

Results
total energy	-104579.84290	eV
E_HOMO	-0.2742	hartree

Electronic structure analysis, Mulliken charges in units of e: number 1, C, carries -1.234; number 2, C, carries -0.267; number 3, C, carries 0.001; number 4, H, carries 0.467; number 5, C, carries -1.335; number 6, C, carries 0.221; number 7, H, carries 0.598; number 8, H, carries 0.497; number 9, H, carries 0.572; number 10, H, carries 0.385; number 11, Ga, carries 0.339; number 12, Cl, carries -0.294; number 13, P, carries 0.745; number 14, C, carries 0.040; number 15, C, carries -0.024; number 16, H, carries 0.433; number 17, C, carries -0.630; number 18, H, carries 0.384; number 19, C, carries -0.469; number 20, H, carries 0.365; number 21, C, carries -0.537; number 22, H, carries 0.409; number 23, C, carries -0.411; number 24, H, carries 0.226; number 25, C, carries 0.332; number 26, C, carries -0.524; number 27, H, carries 0.572; number 28, C, carries -0.696; number 29, H, carries 0.381; number 30, C, carries -0.497; number 31, H, carries 0.355; number 32, C, carries -0.559; number 33, H, carries 0.390; number 34, C, carries -0.622; number 35, H, carries 0.350; number 36, C, carries -0.020; number 37, C, carries -0.178; number 38, H, carries 0.358; number 39, C, carries -0.563; number 40, H, carries 0.379; number 41, C, carries -0.452; number 42, H, carries 0.346; number 43, C, carries -0.503; number 44, H, carries 0.412; number 45, C, carries -0.258; number 46, H, carries 0.451; number 47, C, carries -0.714; number 48, O, carries -0.259; number 49, C, carries 0.783; number 50, O, carries -0.584; number 51, H, carries 0.301; number 52, H, carries 0.234; number 53, H, carries 0.304